Entry 1:
Here is a structure of composition H10O5Tl at a distorted geometry from the OMol25 dataset. Energies are from ωB97M-V/def2-TZVPD.

```
16
Properties=species:S:1:pos:R:3:forces:R:3
Tl 0.8571 0.2417 -0.6601 -1.13 -0.54 0.76
O 2.8622 -0.8384 1.0834 -0.52 0.83 -0.74
H 2.8658 -0.9621 2.0326 -0.26 0.06 0.64
H 3.4449 -1.5207 0.7502 0.26 -0.46 -0.44
O 0.3177 3.1521 -1.0640 0.82 -0.90 0.07
H -0.1086 3.7519 -1.6761 -0.46 0.09 -0.63
H 0.3752 3.6452 -0.2456 -0.05 0.15 0.60
O 0.4975 -2.6727 -0.3351 0.36 0.85 0.00
H 0.2481 -2.9835 0.5353 -0.10 -0.06 0.48
H 0.3568 -3.4263 -0.9083 0.00 -0.28 -0.53
O -1.3850 1.5193 0.8400 0.94 -0.03 -0.43
H -1.5134 1.5908 1.7858 0.00 -0.08 0.61
H -2.2605 1.6318 0.4698 -0.40 0.05 -0.26
O -1.8147 -0.9282 -0.9079 0.74 0.61 0.08
H -2.1477 -1.8235 -0.8478 0.10 -0.52 -0.08
H -2.5955 -0.3774 -0.8521 -0.31 0.22 -0.12
```
Positions in Å, forces in eV/Å.

As for the expectation value of S²: 0.76. The calculation puts the total energy at -553.9477 a.u. The value obtained for the molar mass is 294.46 g mol⁻¹. As for the highest occupied orbital energy (alpha / beta): -0.7165 / -0.7098 hartree. The relative energy (zero: lowest compared OMol25 entry of this formula, charge and spin) is 0.5 kcal per mole. The spin multiplicity is 2. Its total charge is +2. As for the HOMO-LUMO gap (alpha / beta): 11.15 / 4.75 eV.

Mulliken atomic charge list, values in e, 2 entries:
1 Tl 1.28
2 O -0.52



Entry 2:
Here is a cluster of 5 separate species, H11O5 in total at a distorted geometry from the OMol25 dataset. Energies are from ωB97M-V/def2-TZVPD.

```
16
Properties=species:S:1:pos:R:3:forces:R:3
O -3.0448 0.0260 1.7581 -0.33 -0.65 1.70
H -2.5687 -0.3405 2.5492 -0.88 0.38 -0.78
H -4.0073 0.0336 2.0293 1.52 0.17 -0.72
O -1.1661 1.6889 -1.5863 -2.52 -0.29 -1.10
H -2.1797 1.6047 -1.8236 3.17 0.38 0.38
H -0.6743 1.8580 -2.4277 -0.73 -0.24 0.99
O 1.5023 -1.3253 0.5559 -1.37 0.08 0.81
H 2.3472 -1.3985 1.0068 0.00 0.02 0.33
H 1.7665 -0.9637 -0.2773 0.67 0.28 -1.08
O 3.3968 -0.6383 -1.1837 2.11 -2.59 -2.32
H 4.3548 -0.3645 -1.0752 -1.65 -0.34 -0.16
H 3.4858 -1.4867 -1.8242 -0.27 2.96 2.18
O -0.7135 0.3873 0.7321 -1.32 1.32 -0.69
H -1.7189 0.3043 1.0268 1.16 -0.94 0.26
H -0.8354 0.8647 -0.1366 0.64 0.26 -0.43
H 0.0552 -0.2498 0.6762 -0.19 -0.80 0.64
```
Positions in Å, forces in eV/Å.

The calculation puts the total energy at -382.5270 a.u. The value obtained for the molar mass is 91.08 g mol⁻¹. As for the highest occupied orbital energy: -0.5582 hartree. The relative energy (zero: lowest compared OMol25 entry of this formula, charge and spin) is 32.0 kcal per mole. Its total charge is +1. As for the HOMO-LUMO gap: 12.05 eV.

Mulliken atomic charge list, values in e, 2 entries:
1 O -0.69
2 H 0.35



Entry 3:
Here is a cluster of 6 separate species, H11O5S in total at a distorted geometry from the OMol25 dataset. Energies are from ωB97M-V/def2-TZVPD.

```
17
Properties=species:S:1:pos:R:3:forces:R:3
S 0.4594 0.3845 -0.4502 -0.26 -0.29 0.17
H 1.0166 -0.2814 -1.4675 0.17 -0.10 0.02
H 1.0518 2.2166 0.9888 0.56 -0.15 -0.20
H 0.9480 3.7057 0.9133 0.15 0.06 0.05
O 1.5288 3.0227 1.2682 -0.54 0.12 0.04
H 1.5760 -5.2415 2.0588 0.03 -0.10 -0.07
H 0.8630 -4.0435 2.6464 -0.41 0.15 0.07
O 0.7458 -4.9844 2.4667 0.23 -0.02 0.05
H -0.4173 -1.1723 2.7277 0.10 0.16 -0.40
H 0.9103 -1.7312 2.1556 -0.36 0.53 -0.25
O 0.2147 -1.8885 2.8045 0.38 -0.64 0.45
H 1.0512 3.3612 -2.0434 1.31 0.65 0.60
H 0.4221 2.0019 -2.0697 -0.02 -0.95 0.80
O 0.2943 2.9074 -2.3460 -1.41 0.57 -1.35
H -3.4736 -0.1075 -3.6019 0.15 0.09 0.15
H -3.2693 1.1695 -2.7684 0.12 -0.17 -0.02
O -3.9218 0.6807 -3.2826 -0.21 0.08 -0.08
```
Positions in Å, forces in eV/Å.

The calculation puts the total energy at -781.0387 a.u. The value obtained for the molar mass is 123.15 g mol⁻¹. As for the highest occupied orbital energy: -0.1415 hartree. The relative energy (zero: lowest compared OMol25 entry of this formula, charge and spin) is 30.6 kcal per mole. Its total charge is -1. As for the HOMO-LUMO gap: 7.16 eV.

Mulliken atomic charge list, values in e, 2 entries:
1 S -0.86
2 H -0.02



Entry 4:
Here is a cluster of 6 separate species, H11O6 in total at a distorted geometry from the OMol25 dataset. Energies are from ωB97M-V/def2-TZVPD.

```
17
Properties=species:S:1:pos:R:3:forces:R:3
O 0.1915 -1.0795 -0.4198 0.81 -0.57 0.81
H -0.3195 -0.5660 -1.0108 -0.68 0.99 -1.06
O 2.2458 0.4550 -2.6646 -0.58 -0.32 0.81
H 1.7153 0.6562 -1.8693 0.24 0.39 -0.26
H 2.1177 -0.5000 -2.5932 0.23 -0.20 -0.38
O -1.1189 0.8528 1.3390 -0.53 -0.96 0.47
H -1.7113 0.0605 1.4452 1.05 1.10 -0.39
H -0.2698 0.4524 1.0539 -0.60 -0.24 -0.26
O 0.2516 -3.3568 0.8809 -0.01 1.10 -0.37
H 0.8349 -3.9268 0.3853 0.17 -0.19 -0.17
H 0.2651 -2.4685 0.3420 -0.20 -0.95 0.60
O 0.8430 5.3816 1.3559 -0.31 1.84 -3.59
H 0.6858 5.0875 2.2001 -0.73 -1.16 3.08
H 0.0099 5.8075 1.0407 1.05 -0.68 0.50
O -2.3348 -2.2427 -0.5560 0.09 1.60 -1.56
H -2.5471 -2.8940 0.0981 1.02 -0.19 0.62
H -1.4057 -1.7913 -0.5749 -1.02 -1.54 1.14
```
Positions in Å, forces in eV/Å.

The calculation puts the total energy at -458.0621 a.u. The value obtained for the molar mass is 107.08 g mol⁻¹. As for the highest occupied orbital energy: -0.1855 hartree. The relative energy (zero: lowest compared OMol25 entry of this formula, charge and spin) is 35.8 kcal per mole. Its total charge is -1. As for the HOMO-LUMO gap: 8.16 eV.

Mulliken atomic charge list, values in e, 2 entries:
1 O -1.11
2 H 0.21



Entry 5:
Here is a cluster of 7 separate species, H12IO6 in total at a distorted geometry from the OMol25 dataset. Energies are from ωB97M-V/def2-TZVPD.

```
19
Properties=species:S:1:pos:R:3:forces:R:3
I 0.9362 0.2579 0.7795 0.28 -0.28 -0.10
O -1.8688 -0.4511 2.6645 -0.46 0.45 -0.45
H -1.0378 -0.6291 2.2255 0.54 0.42 -0.91
H -1.7418 -0.9881 3.4205 -0.27 -0.79 1.50
O 2.0232 2.4569 -1.8115 1.27 1.17 -2.82
H 1.6262 2.2769 -0.9955 -1.18 -0.28 2.06
H 1.8412 3.3749 -2.0965 -0.07 -0.91 0.68
O -2.2558 -0.7651 -1.0355 -1.83 0.87 -1.02
H -1.4428 -0.3911 -0.7375 1.02 0.12 0.53
H -2.2348 -1.7061 -0.9295 0.61 -0.57 0.35
O -0.7368 -2.8551 -0.2215 0.43 -0.43 0.03
H -0.1398 -3.3351 -0.7995 -0.03 -0.32 -0.23
H -0.1428 -2.1511 0.0795 -0.15 0.42 0.31
O 2.2492 -1.6291 -2.1745 1.39 -1.01 -0.14
H 2.3522 -1.1441 -1.3595 -0.14 0.47 0.54
H 1.3982 -1.4091 -2.4945 -1.34 0.55 -0.37
O -0.2268 3.3889 1.7465 -0.34 2.39 -0.03
H -0.9888 2.9939 2.1345 -0.73 -0.70 0.33
H 0.3912 2.7039 1.6055 0.99 -1.57 -0.28
```
Positions in Å, forces in eV/Å.

The calculation puts the total energy at -756.4478 a.u. The value obtained for the molar mass is 234.99 g mol⁻¹. As for the highest occupied orbital energy: -0.1916 hartree. The relative energy (zero: lowest compared OMol25 entry of this formula, charge and spin) is 13.9 kcal per mole. Its total charge is -1. As for the HOMO-LUMO gap: 8.51 eV.

Mulliken atomic charge list, values in e, 2 entries:
1 I -0.58
2 O -0.58



What did the fifth record say?
Here is a cluster of 7 separate species, H12IO6 in total at a distorted geometry from the OMol25 dataset. Energies are from ωB97M-V/def2-TZVPD.

```
19
Properties=species:S:1:pos:R:3:forces:R:3
I 0.9362 0.2579 0.7795 0.28 -0.28 -0.10
O -1.8688 -0.4511 2.6645 -0.46 0.45 -0.45
H -1.0378 -0.6291 2.2255 0.54 0.42 -0.91
H -1.7418 -0.9881 3.4205 -0.27 -0.79 1.50
O 2.0232 2.4569 -1.8115 1.27 1.17 -2.82
H 1.6262 2.2769 -0.9955 -1.18 -0.28 2.06
H 1.8412 3.3749 -2.0965 -0.07 -0.91 0.68
O -2.2558 -0.7651 -1.0355 -1.83 0.87 -1.02
H -1.4428 -0.3911 -0.7375 1.02 0.12 0.53
H -2.2348 -1.7061 -0.9295 0.61 -0.57 0.35
O -0.7368 -2.8551 -0.2215 0.43 -0.43 0.03
H -0.1398 -3.3351 -0.7995 -0.03 -0.32 -0.23
H -0.1428 -2.1511 0.0795 -0.15 0.42 0.31
O 2.2492 -1.6291 -2.1745 1.39 -1.01 -0.14
H 2.3522 -1.1441 -1.3595 -0.14 0.47 0.54
H 1.3982 -1.4091 -2.4945 -1.34 0.55 -0.37
O -0.2268 3.3889 1.7465 -0.34 2.39 -0.03
H -0.9888 2.9939 2.1345 -0.73 -0.70 0.33
H 0.3912 2.7039 1.6055 0.99 -1.57 -0.28
```
Positions in Å, forces in eV/Å.

The calculation puts the total energy at -756.4478 a.u. The value obtained for the molar mass is 234.99 g mol⁻¹. As for the highest occupied orbital energy: -0.1916 hartree. The relative energy (zero: lowest compared OMol25 entry of this formula, charge and spin) is 13.9 kcal per mole. Its total charge is -1. As for the HOMO-LUMO gap: 8.51 eV.

Mulliken atomic charge list, values in e, 2 entries:
1 I -0.58
2 O -0.58



Which value of relative energy (zero: lowest compared OMol25 entry of this formula, charge and spin) does entry 1 give?
0.5 kcal per mole



Which of these has the highest molar mass?
H10O5Tl



Please write out number 5 again, unchanged.
Here is a cluster of 7 separate species, H12IO6 in total at a distorted geometry from the OMol25 dataset. Energies are from ωB97M-V/def2-TZVPD.

```
19
Properties=species:S:1:pos:R:3:forces:R:3
I 0.9362 0.2579 0.7795 0.28 -0.28 -0.10
O -1.8688 -0.4511 2.6645 -0.46 0.45 -0.45
H -1.0378 -0.6291 2.2255 0.54 0.42 -0.91
H -1.7418 -0.9881 3.4205 -0.27 -0.79 1.50
O 2.0232 2.4569 -1.8115 1.27 1.17 -2.82
H 1.6262 2.2769 -0.9955 -1.18 -0.28 2.06
H 1.8412 3.3749 -2.0965 -0.07 -0.91 0.68
O -2.2558 -0.7651 -1.0355 -1.83 0.87 -1.02
H -1.4428 -0.3911 -0.7375 1.02 0.12 0.53
H -2.2348 -1.7061 -0.9295 0.61 -0.57 0.35
O -0.7368 -2.8551 -0.2215 0.43 -0.43 0.03
H -0.1398 -3.3351 -0.7995 -0.03 -0.32 -0.23
H -0.1428 -2.1511 0.0795 -0.15 0.42 0.31
O 2.2492 -1.6291 -2.1745 1.39 -1.01 -0.14
H 2.3522 -1.1441 -1.3595 -0.14 0.47 0.54
H 1.3982 -1.4091 -2.4945 -1.34 0.55 -0.37
O -0.2268 3.3889 1.7465 -0.34 2.39 -0.03
H -0.9888 2.9939 2.1345 -0.73 -0.70 0.33
H 0.3912 2.7039 1.6055 0.99 -1.57 -0.28
```
Positions in Å, forces in eV/Å.

The calculation puts the total energy at -756.4478 a.u. The value obtained for the molar mass is 234.99 g mol⁻¹. As for the highest occupied orbital energy: -0.1916 hartree. The relative energy (zero: lowest compared OMol25 entry of this formula, charge and spin) is 13.9 kcal per mole. Its total charge is -1. As for the HOMO-LUMO gap: 8.51 eV.

Mulliken atomic charge list, values in e, 2 entries:
1 I -0.58
2 O -0.58